22
Properties=species:S:1:pos:R:3:forces:R:3 method="wB97M-V/def2-TZVPD" e_lumo_ev="1.0 / -1.5" total_charge=0 de_lowest_kcal_mol=36.75 total_energy_ha=-366.87133 s2=0.75 multiplicity=2
C 0.57451 -1.07645 0.06222 0.6 0.6 -0.9
N 0.79854 0.24594 -0.51778 -1.3 -0.7 -0.1
C -0.38048 1.11533 -0.57152 1.3 1.2 -1.0
C -0.03699 2.46196 0.06072 0.3 2.0 -0.3
C 0.04506 2.56719 1.63306 -0.7 -0.4 -2.1
O 0.97547 3.43674 2.06326 0.0 0.3 0.4
C -0.39040 -1.90668 -0.83554 0.6 2.4 0.2
C -0.34541 -3.33649 -0.47819 0.2 -2.2 1.0
H 1.54396 -1.58528 0.04165 -0.1 0.0 0.3
H 0.23726 -0.94637 1.09646 -0.2 -0.6 0.1
H 1.64822 0.73970 -0.33895 0.3 -0.1 0.5
H -0.52601 1.29602 -1.65480 -0.7 0.1 0.5
H -1.28295 0.67954 -0.13840 0.2 -0.2 0.1
H 0.77535 3.00221 -0.46821 1.2 -1.5 0.6
H -0.60762 3.35446 -0.27166 -1.5 -1.0 0.4
H -1.00767 2.77494 1.88347 0.2 0.2 0.9
H 0.29629 1.59900 2.10590 0.1 -0.1 -0.2
H -1.37202 -1.40261 -0.78410 0.0 -0.8 0.2
H -0.08110 -1.66975 -1.86747 0.1 -0.5 0.2
H 0.65166 -3.81687 -0.47828 0.0 0.7 -0.7
H -0.95833 -3.96575 -1.13138 -0.1 0.1 0.3
H -0.55733 -3.56680 0.58954 -0.7 0.5 -0.6

***

22
Properties=species:S:1:pos:R:3:forces:R:3 method="wB97M-V/def2-TZVPD" e_lumo_ev=-3.1 total_charge=+1 de_lowest_kcal_mol=112.14 total_energy_ha=-366.58853
C -1.71300 -0.35889 0.46464 -1.8 2.8 1.1
C -1.79085 -1.51571 0.09250 0.2 -0.1 -0.4
C 0.21775 1.92917 -1.14875 0.1 0.0 0.5
C 1.55077 0.06152 -0.66933 1.8 -0.5 0.4
C 0.78746 1.48394 1.16000 -0.5 -1.3 0.5
C -1.18003 -3.71132 0.21692 -1.0 -3.6 -0.9
N 0.56433 0.88244 -0.12429 -2.3 2.1 -0.6
O -1.62713 -2.58294 -0.49786 -0.3 0.1 -0.5
H -0.47170 0.12574 0.20929 0.8 1.0 -1.0
H -2.43730 0.45835 0.75443 1.1 -1.3 -0.2
H -0.81607 2.30792 -0.95948 0.9 -0.2 -0.5
H 0.98114 2.74450 -1.24077 -0.7 -0.5 0.9
H 0.39677 1.41878 -2.07073 -1.0 -0.1 -1.0
H 2.08194 -0.51886 0.09128 -0.6 -0.7 -0.4
H 1.15456 -0.33002 -1.57343 -0.2 -1.6 -0.4
H 2.29425 0.70174 -1.02674 1.7 1.1 -0.6
H 1.58199 2.17641 1.30457 1.2 0.2 -0.4
H -0.10748 2.09217 1.25502 -0.3 -0.4 1.3
H 0.92991 0.54165 1.73021 -0.4 1.3 1.1
H -0.39321 -4.11901 -0.40268 0.0 -0.4 -0.2
H -2.04298 -4.45058 0.28707 1.2 1.0 -0.2
H -0.75612 -3.60213 1.17012 0.2 1.2 1.4

***

22
Properties=species:S:1:pos:R:3:forces:R:3 method="wB97M-V/def2-TZVPD" e_lumo_ev=-7.7 total_charge=+1 de_lowest_kcal_mol=124.33 total_energy_ha=-366.56910
C -1.06692 -1.15612 1.15134 0.1 3.1 -3.0
O -1.40369 -0.24728 -0.03285 0.5 -1.9 2.3
C 0.37475 -1.26770 1.35046 0.4 -4.4 -1.5
C 1.33324 -1.86834 0.33911 0.3 0.5 -1.1
C 2.60619 -0.94320 0.01842 0.1 0.8 2.2
C 2.71851 1.25341 -1.20551 0.5 -1.3 0.7
C 2.14266 0.47083 -0.27689 -0.2 1.6 0.8
N -4.88436 2.54374 -0.94927 1.8 1.6 0.4
H -1.59523 -0.78217 1.99171 -0.5 0.2 0.8
H -1.42745 -2.13986 0.83048 0.2 -0.5 0.3
H -0.53145 -0.02983 -0.35273 0.3 0.6 -0.9
H 0.66283 -1.49063 2.35426 0.5 0.8 1.0
H 0.86631 -2.01501 -0.65603 -0.2 0.1 0.7
H 1.78337 -2.87992 0.68500 -1.0 1.6 0.1
H 3.18633 -1.18542 -0.87299 -0.2 -1.0 0.3
H 3.24995 -1.04144 0.98604 -0.8 0.5 -1.9
H 2.46344 2.28186 -1.29059 -0.3 0.6 -0.1
H 3.57892 0.92916 -1.82498 -0.8 -0.1 0.3
H 1.37718 1.01152 0.42845 1.1 -1.2 -1.1
H -4.65750 3.45915 -0.54534 0.4 -0.6 0.7
H -5.55785 2.14646 -0.33352 -1.0 -0.2 -0.1
H -5.21923 2.95079 -1.79457 -1.2 -0.8 -1.0

***

22
Properties=species:S:1:pos:R:3:forces:R:3 method="wB97M-V/def2-TZVPD" e_lumo_ev=-4.7 total_charge=+1 de_lowest_kcal_mol=83.61 total_energy_ha=-366.63400
C -1.78186 -1.17735 0.43039 0.4 -2.1 0.1
C -2.90277 -0.29986 0.19922 -1.1 0.0 2.4
C -1.56893 0.13370 -0.39056 -0.3 -1.5 0.8
C 2.75421 0.92182 0.09072 0.7 -2.9 1.1
C 1.44739 -1.22614 -0.34592 2.0 0.3 2.3
C -0.83583 1.20498 0.12882 2.0 3.3 0.1
N 1.55929 0.08161 0.43702 -0.7 -0.5 -2.2
O -0.48890 2.17166 -0.71616 -0.3 -0.1 1.0
H -1.38141 -1.30987 1.44815 0.0 0.8 -0.5
H -1.79379 -2.20857 -0.03272 0.3 1.6 -0.2
H -3.52759 -0.63227 -0.57634 -1.1 0.0 -0.7
H -3.41073 0.08398 1.11825 0.7 0.4 -1.2
H -1.59579 0.05713 -1.46364 0.4 0.0 -0.2
H 2.98320 1.54206 0.93836 -0.2 0.8 0.0
H 3.66722 0.25317 0.00504 -0.9 0.5 0.0
H 2.67641 1.39452 -0.86470 -0.5 0.6 -0.3
H 2.34394 -1.96728 -0.01575 -1.6 1.9 -1.7
H 0.59543 -1.77757 -0.00414 -0.6 0.0 0.2
H 1.25446 -0.94198 -1.37786 0.8 -0.5 -0.2
H -0.57264 1.58475 1.22377 -0.9 -1.5 -2.4
H 1.42854 -0.11954 1.40459 0.6 0.1 0.7
H -0.84986 2.23105 -1.63655 0.2 -0.9 0.9